117
Properties=species:S:1:pos:R:3:lowdin_charge:R:1 method="wB97M-V/def2-TZVPD" orbital_gap_ev=5.643 relative_energy_kj_mol=0.0 e_tot_ev=-65138.79616 charge=+3
C -7.07 9.00 21.63 -0.10
H 0.75 14.43 23.09 0.11
C 2.04 7.54 20.64 -0.14
C -7.29 3.83 15.14 -0.46
H -7.93 8.33 21.92 0.16
Cl -1.09 8.91 20.72 -0.14
C -6.84 10.04 22.75 -0.16
H -4.06 2.75 16.68 0.10
H -6.05 10.88 22.62 0.14
H -4.00 10.09 23.13 0.06
H -6.82 6.42 20.16 0.11
H -4.19 5.46 17.43 0.08
H 3.07 7.71 20.17 0.16
C -1.23 5.31 22.19 -0.02
C -5.23 8.36 23.78 -0.44
H -7.34 2.06 16.21 0.09
H 2.14 13.63 22.28 0.13
O -0.57 5.40 19.66 0.24
H -7.74 10.58 22.99 0.12
H 0.09 7.51 22.68 0.06
C 2.60 5.36 19.64 0.00
C -7.37 2.35 15.19 0.01
H 0.13 7.51 18.49 0.02
H -2.80 3.52 15.70 0.10
H 1.77 13.79 18.77 0.11
C -4.65 4.96 14.14 -0.16
H 2.91 6.40 22.34 0.12
C 2.13 7.17 22.12 -0.17
H -1.43 13.60 23.05 0.15
H -4.82 6.00 14.10 0.11
H -3.59 8.86 20.87 -0.01
H -1.29 14.93 20.71 0.13
H -6.37 9.66 24.97 0.15
C -5.77 8.31 21.19 -0.39
H 0.93 4.03 23.11 0.10
O 1.35 11.30 20.66 0.15
H -8.75 3.92 16.77 0.08
C 0.71 13.88 18.81 0.01
C -4.60 4.60 15.61 -0.45
H 0.88 6.26 17.63 0.09
H 1.39 8.38 20.52 0.02
H -5.88 6.44 24.55 0.12
H -3.06 8.60 23.40 0.11
H -2.95 5.80 16.26 0.11
H 3.14 5.68 18.74 0.11
H -7.35 5.34 13.63 0.09
C 0.62 11.85 23.04 -0.04
C -7.09 4.37 13.73 -0.09
C -4.64 9.23 20.70 -0.03
H -4.72 10.26 21.06 0.08
H -1.84 13.74 18.74 0.14
O -4.56 6.60 22.44 0.21
C -6.05 7.23 20.04 0.00
H -5.74 7.64 25.76 0.10
H -8.41 5.57 16.05 0.12
C 0.25 5.59 21.83 -0.41
H -7.80 3.77 13.10 0.16
H -7.34 8.59 24.17 0.12
H 1.01 11.25 18.25 0.11
H 2.46 8.09 22.68 0.14
H -0.34 11.99 17.42 0.10
C -0.06 12.71 19.31 -0.47
H 0.90 14.78 21.38 0.08
N 0.26 5.76 20.31 -0.07
H -4.04 2.55 14.88 0.11
C -5.62 4.21 13.27 -0.14
H -3.62 4.83 13.80 0.14
H -8.33 2.04 14.76 0.13
C 1.48 6.42 19.73 -0.43
H 2.26 4.33 19.49 0.10
H -6.36 7.81 19.22 0.07
H 3.32 5.42 20.47 0.09
H 0.93 6.44 23.69 0.14
C 0.82 6.70 22.63 -0.20
C -1.52 13.17 19.60 -0.09
H 1.72 11.85 23.16 0.11
N -6.00 4.13 15.93 0.07
H -2.76 14.06 20.98 0.09
C -4.02 5.72 16.40 0.00
H -1.97 12.21 22.17 0.14
N -5.15 7.65 22.42 0.01
H -4.86 9.15 19.61 0.10
H -5.11 6.75 19.89 0.06
H -1.84 6.08 21.74 0.05
N 0.48 12.23 20.63 0.09
H 1.78 7.71 17.97 0.12
H -9.39 4.39 15.31 0.12
C -0.02 11.58 18.36 -0.03
C -5.27 7.32 24.86 -0.01
C 0.18 12.78 22.00 -0.51
C -3.97 9.22 23.75 0.00
H -3.67 9.47 24.76 0.11
C -8.46 4.45 15.89 0.00
C -1.74 13.94 20.93 -0.15
H -5.43 4.64 12.20 0.17
H -4.35 6.73 16.15 0.10
H -2.18 12.30 19.70 0.12
H -0.74 10.80 18.57 0.05
C -6.49 9.23 23.98 -0.14
O -6.18 3.89 17.14 0.16
H 0.38 13.95 17.80 0.10
C 1.08 14.01 22.14 0.03
C -3.85 3.24 15.73 0.03
C 1.04 7.02 18.39 -0.02
H -1.54 4.33 21.74 0.11
H 0.19 12.15 23.98 0.11
H -7.40 9.45 20.70 0.13
H -4.28 6.91 25.06 0.10
H -6.56 1.93 14.64 0.09
H 0.56 14.82 19.27 0.08
H -1.30 5.23 23.26 0.10
C -1.28 13.09 22.08 -0.13
H 2.25 4.31 21.96 0.07
H -5.36 3.16 13.18 0.11
C 1.17 4.27 22.07 0.03
H 0.36 10.80 22.83 0.08
H 0.68 3.43 21.41 0.13

***

83
Properties=species:S:1:pos:R:3:lowdin_charge:R:1 method="wB97M-V/def2-TZVPD" orbital_gap_ev="6.055 / 6.055" relative_energy_kj_mol=113.4 e_tot_ev=-73475.40171 charge=+3
C -0.51 -3.95 0.82 -0.20
N -1.73 4.07 -1.58 0.11
H -0.01 2.85 2.73 0.11
H -1.65 8.00 1.91 0.13
H -2.80 -3.58 2.53 0.15
H 1.86 3.53 4.19 0.12
Os -0.65 -0.86 0.47 1.15
H -2.24 -2.95 0.44 0.10
H -1.74 0.40 2.49 0.13
H 5.28 -0.71 -2.17 0.11
S 1.22 -1.88 1.53 0.94
H 1.80 -1.09 3.70 0.10
N -1.45 -2.82 1.07 -0.18
C -2.46 -1.46 2.76 -0.14
H -0.77 -0.81 4.50 0.14
H 0.11 0.45 3.65 0.09
N -0.42 2.13 0.20 0.04
C -1.99 -2.85 2.45 -0.14
H -1.20 -3.16 3.14 0.12
C -1.32 1.91 -0.75 -0.71
H -0.28 -0.99 -4.13 0.14
H 2.63 0.29 0.54 0.06
H 1.64 -4.16 0.92 0.10
H -2.80 -1.33 3.79 0.14
N 1.52 -2.79 -3.21 0.18
C 2.45 0.95 1.38 -0.08
H 3.58 0.97 -1.72 0.12
C -1.63 5.05 -0.55 -0.18
H -1.85 3.79 1.20 0.09
C 0.66 0.81 -3.44 -0.09
H 0.86 -4.63 -3.66 0.17
H 2.46 -3.16 -3.35 0.18
H -0.95 -4.88 1.17 0.15
N 0.10 1.07 0.73 -0.17
C -3.10 -4.18 -3.60 -0.04
C 0.84 -3.68 1.48 -0.34
H -1.45 8.43 -0.52 0.13
C -0.85 -3.48 -3.02 -0.13
C -1.74 -4.26 -3.78 0.01
C 3.29 2.25 3.22 -0.04
H 4.50 0.96 2.01 0.12
C 2.72 0.53 -2.21 0.00
C 4.76 -1.28 -1.39 -0.02
H 5.33 -2.16 -1.14 0.11
N -1.33 -0.52 2.47 -0.18
C 0.55 -3.65 -3.31 0.06
C 1.50 -1.38 -3.00 -0.15
C 1.19 1.46 1.61 -0.29
O -0.43 -2.01 -1.25 -0.38
H -1.96 4.50 -2.48 0.18
C -1.75 4.79 0.82 -0.02
H 0.73 -2.48 3.80 0.08
C -1.54 6.36 -1.03 0.01
H -4.65 -3.24 -2.46 0.13
C 2.60 -0.85 -2.33 -0.23
C 1.74 1.35 -2.76 -0.05
S -1.65 0.29 -1.18 0.91
H -1.34 -4.94 -4.53 0.13
C -1.34 -2.63 -1.99 -0.39
H -0.37 -4.01 -0.25 0.10
H -3.28 -1.19 2.09 0.13
N -1.71 2.82 -1.68 0.11
H 4.12 2.56 3.86 0.12
C 2.03 2.80 3.41 -0.04
H 1.86 2.42 -2.69 0.12
H -1.48 6.54 -2.10 0.13
C 0.53 -0.56 -3.56 -0.02
H -3.16 -1.92 -1.06 0.07
C -1.77 5.87 1.69 -0.04
C 3.51 1.34 2.20 -0.04
C 0.98 2.41 2.60 -0.05
H -3.77 -4.77 -4.20 0.13
H -0.08 1.46 -3.90 0.11
C -2.73 -2.58 -1.81 -0.08
C 0.88 -1.52 3.31 -0.33
C -0.27 -0.56 3.55 -0.18
C -3.58 -3.33 -2.61 -0.02
H 0.90 -4.03 2.51 0.09
C -1.53 7.41 -0.15 -0.03
H -1.88 5.69 2.75 0.12
H 4.61 -0.67 -0.51 0.08
C -1.65 7.17 1.22 -0.02
O 3.50 -1.76 -1.89 -0.08

***

97
Properties=species:S:1:pos:R:3:lowdin_charge:R:1 method="wB97M-V/def2-TZVPD" orbital_gap_ev=1.741 relative_energy_kj_mol=130.5 e_tot_ev=-161552.52213 charge=+2
N -2.18 4.37 1.21 0.32
S -1.28 0.55 -0.08 0.55
H 6.89 -1.60 -4.01 0.09
H 2.79 3.27 0.94 0.04
F 1.12 -0.07 -1.14 0.12
C -6.55 -1.82 3.10 -0.25
S -0.16 -0.28 -4.73 0.59
H -0.20 2.06 3.84 0.12
H 6.13 1.16 -2.80 0.11
O -1.97 0.28 -1.34 -0.33
O -2.85 2.07 6.64 -0.25
H 7.32 3.22 -0.54 0.09
C 7.04 3.99 -1.26 -0.04
O 5.68 4.97 0.43 -0.21
S 4.19 5.25 1.05 0.68
H -0.70 1.68 5.41 0.12
H -8.20 -3.18 2.57 0.09
F -0.29 -2.76 -5.30 0.17
H 4.87 3.98 -1.31 0.12
C 3.72 3.51 1.45 -0.08
O -1.37 -4.92 -3.02 -0.26
H -0.07 -2.46 -0.88 0.04
H -5.90 -2.50 3.65 0.12
O -2.41 -2.79 -2.38 -0.36
C -8.00 -2.27 3.12 -0.05
O 6.33 -0.69 -1.61 -0.23
C -0.05 -1.64 -5.96 -0.69
O 5.12 -1.18 0.44 -0.24
H 0.61 -3.39 -2.23 0.08
O -4.74 -1.07 -0.17 -0.39
H -4.34 -3.59 1.27 0.08
H 5.56 5.51 -1.56 0.14
C -0.06 -3.42 -1.37 -0.09
H 4.50 2.80 1.16 0.05
H 0.60 -6.72 -2.17 0.09
H -4.64 2.04 4.54 0.05
H -8.62 -1.45 2.75 0.08
O -1.28 -0.62 0.79 -0.21
F 1.22 1.01 0.68 0.15
H -2.82 -2.64 1.07 0.04
H -3.19 4.24 1.31 0.15
S -4.72 -1.25 1.28 0.64
H -1.73 3.44 1.03 0.09
H 6.98 3.52 -2.24 0.07
O 4.30 5.97 2.29 -0.24
C -1.95 0.77 3.88 -0.09
F 1.17 -1.67 -6.47 0.18
H -0.49 -6.80 -0.78 0.08
H 6.88 -0.06 -4.85 0.09
C -4.55 3.09 4.81 -0.09
H 3.30 -0.52 -2.49 0.05
H -2.00 4.97 0.41 0.16
H 3.55 3.34 2.51 0.07
H 0.44 -4.07 -0.64 0.08
O 1.03 -0.48 -3.91 -0.11
O -1.89 3.11 4.56 -0.29
C 3.71 -1.22 -1.77 -0.11
H 7.85 4.72 -1.30 0.09
H -0.61 -7.98 -1.92 0.09
C -1.11 1.91 4.42 -0.26
H 4.10 -2.19 -2.08 0.08
H 7.62 0.43 -2.68 0.13
C -3.76 -2.73 1.59 -0.10
O -2.39 -4.68 -0.74 -0.25
Al -4.21 -0.40 -3.03 1.16
C 6.40 -0.63 -4.05 -0.06
H -1.84 4.76 2.09 0.16
H -8.31 -2.42 4.16 0.09
S -1.74 -3.93 -1.79 0.64
H -5.32 3.38 5.53 0.07
O -0.15 1.00 -5.40 -0.08
O 3.36 5.68 -0.05 -0.28
H -2.55 -6.57 -2.52 0.13
C 0.56 0.94 -0.47 -0.64
F 0.69 2.06 -1.15 0.18
C 5.69 4.61 -0.94 -0.28
S 4.99 -0.42 -0.75 0.61
O -4.35 -0.19 2.19 -0.29
H -2.38 1.03 2.92 0.03
O -1.70 1.76 0.58 -0.27
H -1.31 -0.12 3.81 0.09
C 6.56 0.16 -2.76 -0.26
O -1.39 -0.52 -3.99 -0.24
H -3.62 -2.92 2.65 0.08
H -4.46 3.78 3.98 0.05
O -6.16 -1.90 1.70 -0.27
C -1.51 -6.33 -2.76 -0.26
H -6.35 -0.83 3.50 0.11
H 5.36 -0.86 -4.31 0.07
C -0.44 -6.89 -1.87 -0.08
S -2.99 3.20 5.79 0.63
O 4.70 0.99 -0.63 -0.29
H -1.51 -6.83 -3.73 0.13
H -2.67 0.37 4.60 0.08
O -2.95 4.56 6.25 -0.27
H 2.93 -1.53 -1.07 0.05
F -0.91 -1.48 -6.95 0.20

***

98
Properties=species:S:1:pos:R:3:lowdin_charge:R:1 method="wB97M-V/def2-TZVPD" orbital_gap_ev=7.234 e_tot_ev=-97113.72550 charge=-1
C 1.49 -4.72 0.51 -0.02
H 2.59 -0.24 3.99 0.10
C -3.59 -0.26 -1.56 -0.06
C -4.11 -4.78 -2.84 -0.09
H 3.06 2.87 1.07 0.11
H -3.22 1.10 -5.15 0.11
O -0.41 -1.77 -2.54 -0.36
N -0.60 0.55 1.26 0.11
C 0.20 -5.18 0.61 -0.05
C -4.45 0.74 -2.02 -0.10
C -1.68 -1.94 -2.00 -0.51
H 7.91 -1.65 0.91 0.10
H -5.00 1.98 -3.67 0.10
H -5.17 -5.01 -2.73 0.10
C 2.79 1.43 2.65 -0.10
C 2.75 0.08 2.97 -0.09
H 5.49 -1.74 1.33 0.11
H 7.16 -0.93 -3.25 0.10
C -2.48 -0.27 -3.68 -0.01
H -1.68 -0.66 -4.31 0.13
H 2.87 -1.92 2.23 0.11
H -3.70 -0.61 -0.54 0.10
H -2.73 8.40 1.68 0.08
C -1.64 -2.07 -0.43 -0.10
Bi 0.82 -0.27 -1.53 1.97
H -3.09 5.89 1.29 0.11
H -4.29 -2.85 -1.94 0.11
H -0.39 -3.91 -3.28 0.12
C -4.33 1.22 -3.32 -0.10
O -0.50 -0.49 5.21 0.07
H 0.00 -6.21 0.91 0.11
C 1.72 -3.39 0.13 -0.24
H 3.76 -3.24 0.75 0.11
N 0.70 -2.56 -0.10 0.11
C -2.61 -0.78 -2.39 -0.16
H -0.15 2.74 -0.33 0.06
O -4.67 5.35 3.59 -0.32
H -2.68 8.06 3.42 0.08
C -2.64 6.29 2.20 -0.29
H 3.47 1.18 -0.65 0.12
C 2.92 -0.87 1.97 -0.04
C 3.14 -2.96 -0.10 -0.06
C -1.43 -4.18 -3.15 -0.02
C -2.75 3.61 3.19 -0.19
N -0.70 0.66 4.85 -0.34
O -2.54 5.73 4.78 -0.31
O 2.75 -1.17 -1.68 -0.34
O 1.37 2.18 -1.65 -0.54
H -0.92 3.87 0.81 0.07
C 4.94 -1.41 -0.73 -0.15
C -2.27 -3.26 -2.53 -0.14
H 4.70 -1.04 -2.80 0.12
H -0.40 -1.11 2.58 0.13
C -3.62 -3.57 -2.39 -0.03
O -0.89 1.60 5.62 0.06
C -0.71 0.89 3.46 -0.16
C 3.25 0.87 0.36 -0.05
C 6.79 -1.11 -2.24 -0.08
C 3.16 -0.49 0.66 -0.19
H -4.17 7.77 2.52 0.08
H 2.33 -5.37 0.72 0.11
N -0.86 2.11 2.81 0.05
C -3.08 7.73 2.46 -0.12
C -0.56 -3.01 -0.03 -0.27
C -0.95 2.86 0.42 0.03
O 1.14 0.60 -3.43 -0.53
C -3.33 0.72 -4.14 -0.06
H -2.60 -2.43 -0.07 0.12
C -3.27 -5.70 -3.44 -0.11
C 5.43 -1.18 -2.01 -0.01
H -1.01 3.41 4.43 0.11
S 1.23 2.14 -3.15 0.26
C -0.85 -4.33 0.31 -0.01
S -3.23 5.30 3.59 0.64
C 7.21 -1.52 0.08 -0.09
C 7.69 -1.29 -1.20 -0.11
O -0.03 2.75 -3.54 -0.36
H -3.32 2.98 3.87 0.12
H 3.50 -3.53 -0.96 0.14
C 3.03 1.82 1.34 -0.06
C -0.79 1.85 1.48 -0.30
H -1.88 -4.66 0.32 0.12
H 2.64 2.17 3.43 0.10
H -1.56 6.20 2.17 0.09
H -1.26 -6.10 -4.08 0.10
H -1.88 2.70 -0.12 0.10
C 3.42 -1.48 -0.48 -0.49
C -1.25 3.40 3.37 -0.15
H 8.76 -1.23 -1.38 0.09
C -1.93 -5.39 -3.60 -0.08
O 2.39 2.66 -3.82 -0.33
H -3.65 -6.66 -3.78 0.09
H -5.22 1.12 -1.37 0.09
C -0.55 -0.05 2.47 -0.04
C 5.85 -1.58 0.32 -0.04
H -1.43 -1.08 -0.02 0.05
H -3.08 3.44 2.17 0.10
H -0.68 4.19 2.88 0.12

***

43
Properties=species:S:1:pos:R:3:nbo_charge:R:1 method="wB97M-V/def2-TZVPD" orbital_gap_ev=7.891 relative_energy_kj_mol=136.0 e_tot_ev=-654367.51476 charge=0
H 18.82 18.90 -5.24 0.23
Br 22.84 9.19 -17.18 0.10
H 18.54 18.79 -0.01 0.48
C 32.14 17.56 -11.74 0.27
C 31.32 16.20 -9.93 -0.24
C 19.09 19.04 -1.85 0.26
H 30.56 14.81 -12.79 0.22
H 18.63 22.40 -4.79 0.48
C 23.67 8.67 -15.51 -0.48
Br 23.87 16.55 -18.29 0.08
C 19.07 20.43 -1.67 -0.25
O 30.28 14.12 -10.44 -0.69
C 19.03 20.68 -4.05 0.29
Br 24.79 10.03 -14.60 0.07
H 31.84 16.79 -13.73 0.22
Br 24.62 7.00 -15.85 0.08
C 25.21 16.70 -19.73 -0.47
H 18.77 17.43 -3.18 0.23
H 29.71 14.15 -9.67 0.49
C 30.89 15.26 -10.83 0.26
Br 22.44 17.33 -10.69 0.11
C 19.08 21.26 -2.77 -0.28
H 23.62 15.56 -12.04 0.22
H 25.52 17.74 -19.62 0.22
Br 26.85 15.63 -19.54 0.08
H 18.94 20.99 -0.75 0.21
O 32.68 18.75 -12.11 -0.71
C 18.94 19.30 -4.24 -0.26
H 22.90 8.49 -14.76 0.22
H 33.28 18.84 -12.84 0.49
H 32.15 18.14 -9.66 0.23
Br 24.54 16.34 -21.53 0.09
Br 21.15 14.85 -12.20 0.04
C 31.89 17.41 -10.41 -0.25
H 31.20 16.01 -8.87 0.21
O 18.96 18.28 -0.71 -0.68
C 31.01 15.55 -12.15 -0.24
Br 23.40 14.40 -9.78 0.08
C 22.82 15.54 -11.29 -0.45
O 18.97 21.56 -5.13 -0.68
C 18.89 18.50 -3.10 -0.23
C 31.64 16.65 -12.68 -0.25
H 19.32 22.31 -2.65 0.21

***

18
Properties=species:S:1:pos:R:3:mulliken_spin:R:1 method="wB97M-V/def2-TZVPD" orbital_gap_ev="2.095 / 1.811" spin_multiplicity=2 s2=0.77 e_tot_ev=-20333.65249 charge=-1
Li 6.94 1.59 -1.28 0.06
O 5.61 0.41 -2.29 0.11
H -4.24 0.04 -0.21 0.00
C 4.89 0.68 -1.33 0.74
C -0.19 0.05 0.25 0.00
O -0.58 -1.38 -1.62 0.02
O 0.41 -0.47 1.23 0.01
C -3.20 0.02 0.13 0.00
C -1.18 -0.86 -0.61 0.00
H -3.01 0.94 0.71 0.00
O -1.81 -1.85 0.26 0.00
Cs 2.77 2.36 2.16 -0.03
C -2.86 -1.24 0.97 0.00
O 5.13 1.43 -0.36 0.07
H -3.71 -1.94 1.04 0.00
O -0.07 1.27 -0.07 0.01
O -2.35 -0.07 -0.99 0.00
H -2.55 -0.97 1.99 0.00

***

11
Properties=species:S:1:pos:R:3:nbo_charge:R:1 method="wB97M-V/def2-TZVPD" orbital_gap_ev=10.251 relative_energy_kj_mol=210.2 smiles="C1=N[C@H]2C[C@H]2O1" e_tot_ev=-7764.34833 charge=0
N 1.01 0.30 1.11 -0.48
C 1.60 0.46 -0.01 0.38
H -0.63 -1.44 -1.13 0.22
C -0.19 -0.46 0.82 -0.08
H -0.42 -1.22 1.56 0.22
O 1.01 0.02 -1.15 -0.47
H -2.33 0.21 -0.48 0.24
H -1.11 1.40 0.14 0.24
H 2.61 0.88 -0.10 0.20
C -0.26 -0.53 -0.65 0.02
C -1.29 0.37 -0.11 -0.48